# C2H11N2Si

A cluster of 2 separate species, C2H11N2Si in total at a distorted geometry (ωB97M-V with the def2-TZVPD basis set, the Open Molecules 2025 dataset).

```
16
Properties=species:S:1:pos:R:3:forces:R:3
C 2.11180 -0.40732 0.02442 1.57 0.91 0.43
C 0.71687 -0.24803 0.44338 -2.24 0.95 0.20
N 0.02666 0.87689 0.33071 3.51 -1.05 -0.04
N -1.95571 1.44006 -1.20595 0.92 2.24 4.07
Si -0.28379 -1.72696 1.15762 1.71 -1.33 -1.05
H 2.63717 0.56993 -0.12298 -0.47 -0.52 0.16
H 2.70659 -0.95767 0.85972 -0.95 0.32 -2.10
H 2.04112 -0.81912 -1.04431 0.42 -0.26 1.69
H -0.95595 1.05860 -0.00201 -0.49 -0.42 0.06
H 0.60933 1.66296 0.04057 -0.11 0.11 -0.10
H -1.98101 2.41032 -1.40052 -0.33 1.52 0.59
H -2.80179 1.15325 -0.83108 -2.18 -0.54 0.45
H -1.83046 1.14166 -2.06283 0.70 -3.01 -5.32
H -0.73829 -1.15680 2.37469 -1.12 0.34 0.67
H 0.66478 -2.84340 1.52983 -0.33 0.59 -0.26
H -0.96733 -2.15436 -0.09127 -0.60 0.15 0.55
```
Positions in Å, forces in eV/Å.

Results
Net charge = +1
E_tot = -481.492561 a.u.
Frontier orbital gap = 11.10 eV
HOMO level = -15.452 eV

# C23H34AsIIrNO7Si3

A structure of composition C23H34AsIIrNO7Si3 at a distorted geometry (ωB97M-V with the def2-TZVPD basis set, the Open Molecules 2025 dataset).

```
71
Properties=species:S:1:pos:R:3:forces:R:3
Ir 0.94955 -1.33561 0.07740 0.46 0.01 -1.03
O -2.92669 2.37957 2.55948 -0.02 0.01 0.01
C -2.09290 1.56051 1.89126 0.13 -0.08 -0.06
C -2.55079 0.44912 1.17410 -0.01 0.14 0.01
C -1.61892 -0.32112 0.51598 -0.06 -0.15 -0.22
N -0.34049 0.03339 0.53886 0.00 -0.34 0.62
C 0.14397 1.02307 1.29222 0.15 0.09 -0.02
C -0.72034 1.83868 1.97900 -0.17 0.01 -0.02
C 1.68083 1.06609 1.35962 0.03 -0.17 -0.10
O 2.21933 1.98800 1.92879 -0.02 0.03 -0.07
O 2.29135 0.06599 0.76627 -0.38 0.25 0.55
C -1.86762 -1.66723 -0.19206 0.21 0.04 0.02
O -3.00743 -2.04649 -0.34887 0.00 0.03 -0.07
O -0.78210 -2.29086 -0.57107 -0.36 0.05 0.54
H -3.83868 2.08553 2.45455 -0.01 0.00 0.01
H -3.59340 0.15729 1.14878 0.00 0.01 0.00
H -0.34497 2.64843 2.58816 -0.01 0.00 0.00
C 3.37257 2.16347 -1.60441 -0.03 -0.06 0.00
Si 3.40820 0.43938 -2.31960 -0.02 -0.08 -0.07
C 4.54084 -0.70405 -1.38528 0.04 0.03 -0.01
C 3.90527 0.58329 -4.11895 0.06 -0.01 0.01
As 1.23669 -0.54860 -2.18954 0.06 0.18 -0.17
Si -0.29914 1.07841 -3.00345 0.03 -0.02 0.06
C -1.94757 0.25499 -3.30618 0.00 0.02 0.02
C 0.37177 1.79655 -4.59642 0.01 -0.03 -0.02
C -0.45908 2.45609 -1.75035 -0.05 -0.03 -0.02
Si 1.06058 -2.49031 -3.58314 0.04 0.15 -0.03
C 1.66556 -2.05177 -5.30057 0.00 -0.07 -0.02
C 2.13011 -3.81049 -2.82336 -0.01 -0.02 0.00
C -0.71291 -3.04685 -3.68652 -0.01 0.02 -0.03
H 4.40563 2.50097 -1.48032 0.00 0.01 -0.01
H 2.89780 2.20535 -0.62585 0.02 0.04 0.01
H 2.87810 2.86288 -2.28203 -0.02 0.00 0.02
H 5.57027 -0.34054 -1.45073 -0.01 0.01 0.00
H 4.51470 -1.71936 -1.78420 -0.01 0.00 0.00
H 4.24700 -0.73391 -0.33655 0.02 -0.03 0.00
H 4.89597 1.04425 -4.17505 -0.01 0.01 0.01
H 3.21306 1.21712 -4.67462 0.00 -0.02 -0.03
H 3.96438 -0.38115 -4.62029 0.01 -0.01 0.01
H -1.93413 -0.32060 -4.23274 0.00 0.00 0.01
H -2.72166 1.02145 -3.40273 0.00 0.00 0.00
H -2.23841 -0.42060 -2.50035 -0.04 0.01 -0.02
H 0.70127 1.02533 -5.29371 0.00 0.01 -0.01
H 1.21262 2.46569 -4.40534 0.01 -0.01 0.00
H -0.41090 2.37874 -5.09053 0.00 0.01 0.02
H -0.80428 2.09119 -0.78439 -0.04 0.08 -0.07
H -1.19250 3.18353 -2.11000 0.03 0.01 -0.03
H 0.48779 2.97728 -1.60196 0.01 -0.01 0.04
H 2.74696 -1.92999 -5.34385 0.00 0.01 0.00
H 1.20053 -1.14220 -5.68293 0.00 0.00 -0.01
H 1.39878 -2.86813 -5.97849 0.00 0.01 0.00
H 3.13001 -3.45497 -2.57471 0.01 0.01 -0.01
H 2.22620 -4.63429 -3.53703 -0.01 0.00 0.02
H 1.67923 -4.19413 -1.90837 0.01 0.01 0.03
H -1.28118 -2.45343 -4.40402 0.00 -0.01 0.02
H -1.20707 -3.00842 -2.71695 -0.01 -0.04 -0.01
H -0.71824 -4.08391 -4.03565 -0.01 0.00 0.00
I 4.93730 -7.56372 4.85190 -0.01 0.01 -0.01
C 3.97096 -6.10146 3.71812 0.01 -0.02 0.02
C 2.77217 -5.56868 4.17196 0.00 0.01 -0.01
C 2.13689 -4.59536 3.41847 0.02 0.02 0.02
C 2.69476 -4.17041 2.21892 -0.01 -0.02 0.00
C 3.89300 -4.71328 1.77149 0.00 -0.03 -0.01
C 4.53972 -5.67946 2.52435 0.00 0.01 -0.01
C 2.01210 -3.13553 1.41644 -0.12 0.17 -0.12
O 1.04633 -2.45659 1.89527 0.33 -0.15 -0.05
O 2.37882 -2.89137 0.21791 -0.24 -0.14 0.31
H 2.34021 -5.90779 5.10301 0.00 0.00 0.00
H 1.20642 -4.15725 3.75336 0.00 0.00 0.00
H 4.31319 -4.37131 0.83519 -0.01 0.00 0.00
H 5.47649 -6.09959 2.18597 0.00 0.00 0.00
```
Positions in Å, forces in eV/Å.

Results
Net charge = 0
E_tot = -4984.796047 a.u.
Frontier orbital gap = 8.57 eV
HOMO level = -8.670 eV

# C18H28N2O4S

An isolated molecule of C18H28N2O4S (ωB97M-V with the def2-TZVPD basis set, the Open Molecules 2025 dataset).

```
53
Properties=species:S:1:pos:R:3:forces:R:3
C -5.52945 -1.65701 -1.14034 0.14 -0.15 0.11
C -4.17009 -2.09544 -0.61278 -0.09 0.44 -0.18
C -3.19790 -0.91260 -0.51391 0.34 -0.55 -0.30
C -1.79707 -1.37802 -0.11146 -0.22 0.18 -0.14
N -3.72312 0.07477 0.40149 -0.22 0.92 -0.12
S -3.58228 1.68651 0.05125 -0.03 -0.33 0.42
O -3.98312 1.86490 -1.31115 0.29 -0.14 -0.12
O -4.27801 2.37612 1.09681 0.27 -0.08 0.18
C -1.83560 2.05361 0.18622 -0.71 -0.01 -0.28
C -1.05528 2.11439 -0.94966 -0.15 0.00 0.03
C 0.30348 2.36503 -0.84945 0.30 0.05 0.06
C 0.87221 2.56148 0.40737 -0.33 -0.06 0.03
O 2.18680 2.81830 0.63656 -0.13 0.02 0.18
C 3.07415 2.89156 -0.46147 0.08 0.11 -0.29
C 3.25216 1.57821 -1.23955 -0.01 0.35 0.11
O 3.12384 1.57496 -2.45153 -0.07 0.21 -0.28
N 3.56790 0.47760 -0.53813 0.13 -0.31 0.03
C 3.75507 0.37165 0.89070 -0.13 0.12 0.47
C 2.67830 -0.53204 1.49514 0.38 -0.11 -0.08
C 2.70662 -1.91181 0.83474 -0.43 0.06 -0.01
C 1.61464 -2.81416 1.39933 0.31 0.10 -0.07
C 2.55512 -1.73664 -0.67752 0.41 0.00 0.18
C 3.63615 -0.80223 -1.21714 -0.26 -0.18 -0.44
C 0.06903 2.50071 1.55207 0.10 -0.03 -0.12
C -1.28137 2.24731 1.43915 0.12 0.04 0.11
H -5.93559 -0.87132 -0.50941 -0.12 0.05 0.01
H -6.22225 -2.49499 -1.15536 -0.11 -0.02 -0.04
H -5.43434 -1.26307 -2.14882 -0.05 0.05 -0.14
H -3.73868 -2.84894 -1.27427 0.07 -0.06 0.07
H -4.28469 -2.54067 0.37824 0.09 -0.09 0.06
H -3.16096 -0.40098 -1.48031 0.03 -0.21 -0.06
H -1.83886 -1.88668 0.85086 0.03 -0.08 0.12
H -1.40444 -2.07046 -0.85173 0.09 -0.11 -0.04
H -1.11977 -0.52993 -0.03157 0.12 0.00 0.04
H -3.64305 -0.13979 1.38105 0.00 0.12 0.28
H -1.52414 1.97270 -1.91030 0.02 0.01 -0.17
H 0.89896 2.40246 -1.74676 0.10 0.01 -0.10
H 2.74918 3.65201 -1.18100 0.05 -0.18 0.08
H 4.03424 3.20143 -0.03796 -0.12 -0.03 -0.06
H 3.72634 1.35276 1.35849 0.10 -0.08 -0.05
H 4.74287 -0.07258 1.06931 -0.04 0.06 0.02
H 2.84687 -0.62222 2.56921 -0.03 0.00 0.08
H 1.69807 -0.07427 1.34256 -0.08 0.04 0.02
H 3.68083 -2.37322 1.03564 0.04 0.03 -0.02
H 1.74262 -2.94310 2.47148 -0.05 -0.05 0.14
H 0.63428 -2.38050 1.21830 -0.16 0.05 -0.02
H 1.64900 -3.79384 0.92904 -0.05 -0.14 -0.03
H 2.62910 -2.70171 -1.18031 -0.04 -0.06 -0.04
H 1.57289 -1.31231 -0.89727 -0.09 0.02 -0.04
H 3.50159 -0.61963 -2.28413 0.11 -0.05 0.15
H 4.62776 -1.23733 -1.05003 -0.01 0.01 -0.03
H 0.53204 2.66408 2.51236 0.03 0.03 0.12
H -1.92209 2.21494 2.30597 -0.01 0.03 0.18
```
Positions in Å, forces in eV/Å.

Results
Net charge = 0
E_tot = -1511.367314 a.u.
Frontier orbital gap = 9.67 eV
SMILES = CC[C@H](C)NS(=O)(=O)c1ccc(OCC(=O)N2CCC(C)CC2)cc1
HOMO level = -9.050 eV

# C32H96ClO20S16

A cluster of 17 separate species, C32H96ClO20S16 in total at a distorted geometry (ωB97M-V with the def2-TZVPD basis set, the Open Molecules 2025 dataset).

```
165
Properties=species:S:1:pos:R:3:forces:R:3
Cl 0.41741 0.13754 -1.04965 -0.37 -1.09 1.46
O -0.44599 1.31292 -1.04096 0.70 -0.71 -0.50
O 0.52241 -0.48202 -2.34998 -0.25 0.60 -0.42
O 1.73028 0.44336 -0.55010 0.74 0.98 -0.34
O -0.10007 -0.85917 -0.12207 -0.80 0.04 -0.12
C 4.58075 4.08506 2.69785 1.53 0.41 0.80
S 4.64662 4.20542 4.52696 -2.74 1.03 1.02
O 4.61518 5.66403 5.02481 0.34 -1.93 -1.30
C 2.84486 3.69281 4.67928 -0.31 0.36 -0.56
H 5.65875 4.14911 2.54977 -0.01 0.35 -0.90
H 4.03265 4.91220 2.24669 -0.03 -0.15 0.16
H 4.33174 3.08701 2.33733 -0.39 0.13 0.31
H 2.34778 4.08053 5.56847 0.65 -0.33 0.43
H 2.63322 2.64080 4.48803 0.65 -0.22 0.55
H 2.25792 4.16553 3.89179 0.38 0.49 -0.34
C 7.00721 0.07373 -0.71841 0.22 0.09 -0.37
S 5.72893 1.30738 -0.33157 1.86 1.37 -0.46
O 6.18320 1.95744 0.93963 -0.52 -0.09 -0.49
C 6.25823 2.49722 -1.71019 -0.07 -0.19 0.37
H 7.08380 -0.72357 0.02090 -0.89 -0.23 -0.16
H 8.04140 0.41783 -0.73038 -0.19 0.89 -0.11
H 6.73960 -0.21961 -1.73352 0.12 -0.68 0.10
H 7.32011 2.73643 -1.65283 0.15 -0.54 0.30
H 5.78143 3.47078 -1.59639 -0.59 -0.31 0.23
H 6.03242 2.10146 -2.70038 -0.16 -0.15 0.12
C -2.22882 3.20581 2.91167 -0.05 -0.77 0.20
S -0.65255 3.33088 1.97189 -0.07 -0.48 1.44
O -0.06723 4.49144 2.70313 0.69 0.44 -0.44
C 0.37039 1.86763 2.57164 -1.02 -0.40 -0.28
H -2.85332 4.05537 2.63532 0.35 -0.10 -0.42
H -2.07019 3.27616 3.98777 0.61 -0.05 -0.05
H -2.76990 2.27611 2.73567 -0.02 -0.05 -0.30
H 0.62069 1.94379 3.62977 -0.01 0.44 -0.11
H 1.23878 1.71491 1.93079 0.12 0.72 -0.03
H -0.13995 0.91420 2.43520 -0.57 0.06 -0.04
C 2.13251 -3.57385 -0.55062 -0.30 -0.16 -0.97
S 3.47216 -4.20401 -1.67548 -0.35 -0.15 -1.33
O 2.81946 -4.89607 -2.90671 0.87 1.69 2.40
C 4.13256 -2.54160 -2.24975 0.00 -0.68 0.23
H 2.34237 -2.69473 0.05866 0.46 0.13 -0.39
H 1.77603 -4.35153 0.12483 0.29 -0.35 -0.31
H 1.35503 -3.34541 -1.27962 -0.27 0.22 0.24
H 5.04074 -2.76031 -2.81143 -0.27 -0.26 -0.37
H 4.50096 -1.93160 -1.42495 -0.47 -0.11 0.39
H 3.40514 -1.98789 -2.84335 -0.07 -0.16 0.07
C -2.76720 -2.82168 -2.46459 0.20 0.70 -0.07
S -3.67981 -2.55032 -4.08493 -0.27 1.80 2.10
O -5.10177 -2.19962 -3.63885 1.39 -0.78 -0.77
C -2.88540 -0.86708 -4.42744 -0.69 -0.80 0.34
H -1.68720 -2.68779 -2.52614 0.21 -0.68 -0.71
H -3.03784 -3.75270 -1.96654 0.03 -0.15 -0.50
H -2.93809 -2.00503 -1.76318 -0.93 0.30 -0.21
H -3.21063 -0.16681 -3.65807 0.00 -0.33 0.36
H -3.31671 -0.48599 -5.35310 0.33 -0.33 -0.24
H -1.79888 -0.95312 -4.41454 -0.08 -0.01 -0.25
C 5.89644 -1.35474 3.45360 0.26 0.08 0.07
S 5.43591 0.40085 3.28071 -1.86 -0.06 1.33
O 4.82436 0.87543 4.58769 0.89 -0.48 -0.75
C 3.89786 0.05252 2.31479 0.76 -0.05 -0.85
H 5.09847 -1.85166 4.00534 -0.10 -0.23 -0.41
H 6.83314 -1.55831 3.97248 -0.01 0.70 0.34
H 6.11618 -1.69558 2.44184 -0.62 -0.34 -0.13
H 4.15677 -0.36814 1.34314 0.12 -0.03 -0.14
H 3.40609 1.00042 2.09628 0.12 0.03 0.27
H 3.19338 -0.64293 2.77104 0.27 0.12 0.57
C 0.19350 4.63595 -1.96315 0.40 0.52 0.56
S 1.85533 5.31412 -1.45057 0.84 -1.53 -1.21
O 2.85325 5.12522 -2.61041 -1.41 0.22 1.53
C 2.32368 4.03236 -0.21234 0.34 -0.20 0.44
H 0.20000 3.83030 -2.69730 0.44 0.05 0.14
H -0.37428 5.48193 -2.35047 0.21 0.01 -0.13
H -0.29414 4.30897 -1.04479 0.00 -0.13 0.04
H 3.29648 4.27741 0.21394 0.20 0.46 -0.50
H 2.42568 3.01312 -0.58496 -0.33 0.08 -0.59
H 1.71243 3.98276 0.68877 -0.62 0.41 -0.28
C 1.79475 -2.06292 -7.39404 -0.25 0.24 -0.54
S 0.08287 -1.81208 -6.85798 0.13 -1.02 -0.59
O -0.74512 -2.50069 -7.94439 0.90 0.54 1.70
C 0.32152 -2.89088 -5.38530 -0.65 -0.54 -0.32
H 1.91643 -1.37456 -8.23038 0.32 0.01 0.11
H 1.84461 -3.08568 -7.76764 -0.07 -0.02 0.06
H 2.53583 -1.91111 -6.60927 -0.21 0.22 -0.01
H -0.67534 -3.09887 -4.99658 0.04 0.06 0.18
H 0.96216 -2.46523 -4.61298 -0.19 0.53 -0.16
H 0.77184 -3.84776 -5.64934 -0.07 0.01 -0.33
C 2.17655 2.45114 -4.44910 -0.10 -0.03 -0.54
S 1.39613 1.23187 -5.61298 -0.17 1.53 -0.98
O 1.62056 1.84959 -7.01970 -0.47 -1.11 2.41
C -0.32377 1.66204 -5.07444 0.04 0.04 0.57
H 1.85936 3.41770 -4.84058 0.02 0.05 0.11
H 3.26360 2.40268 -4.51290 -0.08 -0.21 -0.27
H 1.91065 2.36125 -3.39586 -0.31 -0.35 -0.16
H -0.51387 1.44976 -4.02234 0.87 -0.10 0.43
H -1.13190 1.06857 -5.50200 0.45 0.18 -1.01
H -0.44627 2.73983 -5.18148 -0.19 -0.03 -0.50
C 0.90672 -1.13090 5.29552 1.19 -0.13 0.42
S 0.98981 -2.35864 6.72146 -0.15 2.09 0.01
O 0.87339 -1.46861 7.96473 -0.21 -1.70 -1.64
C -0.64950 -3.07253 6.29120 0.20 0.44 1.21
H 0.60307 -1.58531 4.35244 -0.36 -0.02 0.24
H 1.91041 -0.73648 5.13692 0.39 -0.33 0.20
H 0.35263 -0.23334 5.57024 -0.58 -0.60 0.17
H -1.26831 -2.20511 6.52087 -0.41 -0.13 -0.65
H -0.95113 -3.87084 6.96931 0.38 -0.07 0.14
H -0.66968 -3.45232 5.26969 0.09 0.42 0.03
C -3.27116 5.13541 -3.02330 -0.07 -0.95 -0.66
S -3.60348 4.59209 -4.79382 2.04 -0.14 0.23
O -2.23429 4.81620 -5.46738 -2.09 -0.63 0.97
C -3.92845 2.76681 -4.58160 -0.43 0.20 0.12
H -4.10800 5.03035 -2.33281 -0.27 0.17 -0.35
H -2.93462 6.16638 -3.13265 -0.10 -0.11 0.05
H -2.48493 4.50845 -2.60278 0.16 0.07 -0.27
H -4.34103 2.36530 -5.50716 0.35 0.35 -0.35
H -4.75840 2.62283 -3.88982 -0.02 0.37 0.38
H -3.11824 2.11339 -4.25803 0.38 0.57 0.01
C -3.46731 -2.50192 4.74447 -0.10 -0.34 -0.04
S -3.23881 -0.74813 4.32007 1.86 -0.33 -1.24
O -1.84768 -0.36707 4.79424 -1.57 -0.31 -0.31
C -3.04746 -1.02947 2.42893 -0.61 -0.35 1.58
H -4.35948 -2.89020 4.25319 -0.07 0.14 -0.07
H -3.58675 -2.64203 5.81881 -0.07 0.41 0.01
H -2.61015 -3.11152 4.45856 0.01 0.30 -0.28
H -3.91798 -1.61229 2.12789 -0.31 0.37 -0.14
H -2.19863 -1.67845 2.21353 0.36 0.49 0.26
H -3.00115 -0.04210 1.96952 0.11 -0.24 -0.05
C -1.85025 -4.35289 1.30334 0.12 -1.32 -0.09
S -2.14764 -6.10293 0.70235 2.08 1.46 -2.29
O -2.01714 -5.89199 -0.80387 -0.77 -0.59 1.42
C -0.48540 -6.74782 1.22025 -1.22 0.20 0.15
H -0.98596 -3.97277 0.75873 -0.02 -0.12 -0.11
H -1.62132 -4.41562 2.36718 -0.31 0.38 0.12
H -2.72992 -3.77444 1.02106 0.01 -0.10 0.34
H 0.33365 -6.10763 0.89249 -0.38 0.14 0.01
H -0.30639 -7.74937 0.82916 -0.38 0.04 0.01
H -0.62670 -6.76076 2.30098 0.60 -0.18 0.12
C 2.59824 -3.93373 3.15682 -0.09 -0.53 -0.35
S 2.08245 -5.70498 2.89058 3.49 -0.06 -0.21
O 3.19966 -6.24794 1.93594 -2.45 0.65 2.03
C 2.41350 -6.28199 4.66783 0.53 -0.25 -0.20
H 3.53289 -3.71510 2.64036 0.22 -0.71 0.03
H 2.74177 -3.75715 4.22280 -0.46 0.39 -0.15
H 1.88366 -3.32162 2.60655 -0.36 0.19 0.65
H 3.47295 -6.37073 4.90821 0.30 0.21 -0.69
H 2.03017 -7.28836 4.83627 -0.37 0.10 -0.37
H 2.04956 -5.62424 5.45716 -0.59 0.28 -0.43
C -5.99633 3.11566 0.30824 0.45 0.33 -0.90
S -5.20153 4.58231 1.05782 0.25 0.71 0.54
O -3.76462 4.65951 0.58661 -1.36 -0.28 -0.16
C -6.11089 5.97828 0.22035 0.73 -1.51 -0.57
H -5.64777 2.20838 0.80163 0.31 0.29 0.16
H -5.64774 3.10343 -0.72444 -0.03 -0.22 -0.04
H -7.08415 3.05368 0.27832 0.00 0.58 0.27
H -7.17310 5.73608 0.25403 0.00 0.50 0.34
H -5.79496 5.94119 -0.82220 -0.01 -0.03 -0.11
H -5.75715 6.92698 0.62401 -0.38 -0.25 0.35
C -8.13305 -1.00318 -1.98535 -0.24 0.07 0.47
S -6.47757 -0.18994 -2.04327 -0.42 1.21 0.59
O -6.75356 1.32905 -2.02349 0.17 -2.17 0.21
C -6.13041 -0.64553 -0.23619 -0.75 0.09 -0.42
H -8.61522 -0.50971 -1.14148 -0.19 -0.07 0.04
H -8.09008 -2.07727 -1.80488 0.53 0.05 0.16
H -8.79126 -0.90872 -2.84903 0.61 0.57 -0.31
H -5.08734 -0.61696 0.07891 0.00 0.45 -0.47
H -6.51454 -1.62209 0.05854 -0.04 -0.17 -0.49
H -6.75823 0.08293 0.27695 0.28 0.20 0.19
```
Positions in Å, forces in eV/Å.

Results
Net charge = -1
E_tot = -9611.984323 a.u.
Frontier orbital gap = 7.62 eV
HOMO level = -6.615 eV